{
  "formula": "C18H24IN2OS3Zn",
  "method": "ωB97M-V/def2-TZVPD",
  "species": ["Zn", "C", "N", "C", "C", "N", "C", "C", "C", "C", "C", "C", "C", "S", "C", "C", "C", "C", "C", "C", "S", "H", "H", "H", "H", "H", "H", "H", "H", "H", "H", "H", "H", "H", "H", "H", "H", "H", "H", "I", "C", "S", "C", "O", "H", "H", "H", "H", "H", "H"],
  "coordinates": [[0.526, 0.328, -0.721], [1.592, -2.335, 0.925], [0.372, -2.014, 0.181], [-0.821, -2.068, 1.030], [-0.925, -0.889, 1.988], [-1.088, 0.371, 1.270], [-2.442, 0.523, 0.727], [-0.783, 1.541, 2.046], [-1.112, 1.619, 3.392], [-0.858, 2.759, 4.140], [-0.237, 3.838, 3.526], [0.090, 3.777, 2.182], [-0.192, 2.646, 1.398], [0.141, 2.694, -0.304], [0.167, -2.855, -0.974], [0.626, -4.166, -1.004], [0.369, -4.995, -2.085], [-0.401, -4.521, -3.137], [-0.876, -3.222, -3.111], [-0.586, -2.351, -2.052], [-1.224, -0.733, -2.092], [1.449, -3.199, 1.594], [1.900, -1.475, 1.513], [2.390, -2.555, 0.221], [-0.839, -3.006, 1.608], [-1.695, -2.075, 0.379], [-0.013, -0.819, 2.580], [-1.767, -1.087, 2.670], [-3.185, 0.541, 1.539], [-2.671, -0.283, 0.036], [-2.491, 1.458, 0.170], [-1.602, 0.778, 3.873], [-1.150, 2.800, 5.182], [-0.010, 4.731, 4.098], [0.569, 4.617, 1.693], [1.183, -4.566, -0.165], [0.768, -6.002, -2.102], [-0.629, -5.166, -3.978], [-1.483, -2.840, -3.922], [2.811, 0.121, -1.975], [3.280, -0.213, 3.906], [2.618, 1.277, 3.058], [4.217, 2.153, 3.069], [2.389, 0.875, 1.657], [3.612, 0.065, 4.906], [4.096, -0.624, 3.313], [2.474, -0.942, 3.975], [4.546, 2.280, 4.101], [4.046, 3.125, 2.609], [4.940, 1.588, 2.484]],
  "lumo_ev": 2.2400,
  "charge": -1,
  "e_above_lowest_kcal_mol": 3.3,
  "max_force_ev_per_a": 0.85
}